Model A:
Formula: C17H19NO3
Source: OMol25
Level of theory: ωB97M-V with the def2-TZVPD basis set

XYZ file:
```
40
C17H19NO3 | OMol25 | ωB97M-V with the def2-TZVPD basis set
C 0.7499 2.7429 1.1543
C -0.3478 2.3269 0.5535
C -0.3616 1.6890 -0.8083
N -0.7876 0.3133 -0.7026
C -2.0841 -0.1226 -0.7400
C -3.2063 0.7779 -1.1503
C -4.5648 0.0939 -1.0095
C -4.8675 -0.3206 0.4099
O -5.4851 -1.3023 0.7230
O -4.4115 0.5543 1.3155
C -2.1010 -1.4427 -0.3666
C -0.7787 -1.8102 -0.0573
C 0.0164 -0.7103 -0.2681
C 1.4626 -0.5892 -0.0989
C 2.0493 -0.9232 1.1217
C 3.4106 -0.8262 1.3014
C 4.2344 -0.3932 0.2609
O 5.5667 -0.3225 0.5466
C 6.4502 0.0843 -0.4682
C 3.6626 -0.0764 -0.9654
C 2.2927 -0.1803 -1.1367
H 0.7329 3.1723 2.1412
H 1.7157 2.6730 0.6807
H -1.3076 2.3822 1.0494
H 0.6420 1.7250 -1.2358
H -1.0471 2.2221 -1.4730
H -3.0770 1.0840 -2.1948
H -3.2045 1.6809 -0.5336
H -4.6286 -0.7913 -1.6423
H -5.3546 0.7858 -1.3147
H -4.6264 0.2467 2.2097
H -2.9566 -2.0858 -0.3136
H -0.4415 -2.7780 0.2574
H 1.4196 -1.2547 1.9335
H 3.8693 -1.0788 2.2444
H 7.4433 0.0599 -0.0223
H 6.2330 1.1025 -0.8084
H 6.4225 -0.5980 -1.3243
H 4.2705 0.2425 -1.7980
H 1.8708 0.0363 -2.1085
```

As for the HOMO-LUMO gap: 8.277 eV. For the HOMO energy, the calculation gives -7.57 eV. As for the SMILES: C=CCn1c(CCC(=O)O)ccc1-c1ccc(OC)cc1. The spin multiplicity is 1.

***

Model B:
Formula: C17H19NO3
Source: OMol25
Level of theory: ωB97M-V with the def2-TZVPD basis set

XYZ file:
```
40
C17H19NO3 | OMol25 | ωB97M-V with the def2-TZVPD basis set
C 1.5019 2.6453 0.8993
C 1.4252 1.1623 1.0985
C 1.4861 0.3028 0.0133
C 1.3965 -1.0704 0.1580
C 1.2252 -1.6145 1.4246
O 1.1153 -2.9509 1.7169
C 0.6443 -3.8436 0.7303
C -0.8890 -3.7861 0.5876
N -1.3535 -2.4688 0.2263
C -1.3293 -2.0434 -1.0695
O -1.1581 -2.8072 -2.0025
C -1.5287 -0.5920 -1.2206
C -1.4065 -0.0070 -2.4200
C -1.4959 1.4015 -2.6563
C -1.3912 2.1117 -3.8320
C -1.5397 3.4711 -3.4911
C -1.7198 3.4975 -2.1392
O -1.6964 2.2614 -1.6275
C 1.1885 -0.7573 2.5232
C 1.2902 0.6154 2.3791
C 1.2433 1.5009 3.5868
H 1.5904 2.8853 -0.1573
H 0.6088 3.1322 1.2904
H 2.3621 3.0617 1.4230
H 1.6033 0.7113 -0.9804
H 1.4480 -1.6902 -0.7232
H 0.9363 -4.8375 1.0785
H 1.1107 -3.6616 -0.2420
H -1.1908 -4.4730 -0.2061
H -1.3587 -4.0754 1.5301
H -1.3478 -1.7730 0.9561
H -1.7188 -0.0068 -0.3332
H -1.2098 -0.6257 -3.2849
H -1.2318 1.7022 -4.8084
H -1.5157 4.3116 -4.1539
H -1.8704 4.3097 -1.4552
H 1.0765 -1.1973 3.5030
H 1.1431 0.9108 4.4939
H 2.1534 2.0954 3.6585
H 0.4025 2.1915 3.5259
```

As for the HOMO-LUMO gap: 8.361 eV. For the HOMO energy, the calculation gives -8.13 eV. As for the SMILES: Cc1ccc(OCCNC(=O)/C=C/c2ccco2)cc1C. The spin multiplicity is 1.

***

Least stable structure: model B

***

Model A:
Formula: C2H8N2
Source: OMol25
Level of theory: ωB97M-V with the def2-TZVPD basis set

XYZ file:
```
12
C2H8N2 | OMol25 | ωB97M-V with the def2-TZVPD basis set
C -0.0034 0.0591 -1.3680
N -1.3079 0.1813 -2.0600
H 0.6031 0.9349 -1.5678
H 0.6214 -0.8731 -1.4882
H -0.1551 0.0620 -0.2644
H -1.1883 -0.3278 -2.9549
H -1.4092 1.1677 -2.2426
C 0.7852 -0.5712 2.4014
N 0.4370 0.6940 2.2390
H 1.9025 -0.6622 2.4823
H 0.2735 -1.5183 2.8413
H -0.5588 0.8536 1.9819
```

As for the HOMO-LUMO gap (spin up / spin down): 3.055 / 6.752 eV. For the HOMO energy (spin up / spin down), the calculation gives 0.98 / -2.76 eV. As for the charge: -1. Its expectation value of S² is 0.753. The spin multiplicity is 2.

***

Model B:
Formula: C2H8N2
Source: OMol25
Level of theory: ωB97M-V with the def2-TZVPD basis set

XYZ file:
```
12
C2H8N2 | OMol25 | ωB97M-V with the def2-TZVPD basis set
C 1.5875 -0.3526 -0.5317
N 0.2661 -0.7474 -0.0332
C -0.4784 0.4025 0.4402
N -1.8320 0.0135 0.7925
H 2.3164 -1.1398 -0.3440
H 1.9041 0.5679 -0.0336
H 1.5751 -0.1281 -1.6005
H -0.2616 -1.1826 -0.7807
H 0.0135 0.7920 1.3341
H -0.4405 1.2342 -0.2817
H -2.3459 0.8375 1.0975
H -2.3045 -0.2971 -0.0589
```

As for the HOMO-LUMO gap (spin up / spin down): 3.038 / 9.181 eV. For the HOMO energy (spin up / spin down), the calculation gives 1.50 / -4.60 eV. As for the charge: -1. Its expectation value of S² is 0.750. The spin multiplicity is 2.

***

Least stable structure: model A

***

Model A:
Formula: C6H13NO2S
Source: OMol25
Level of theory: ωB97M-V with the def2-TZVPD basis set

XYZ file:
```
23
C6H13NO2S | OMol25 | ωB97M-V with the def2-TZVPD basis set
C 2.8913 0.5024 0.2908
C 3.9997 0.2146 -0.4361
C 2.5051 1.7472 1.0067
C 4.9520 0.0722 -1.2829
C -3.6214 -1.3638 -0.0847
C -4.1186 0.7979 -0.0307
N -4.6884 -0.4647 0.1741
O 2.3318 -1.6159 1.6659
O 1.3863 -1.5635 -0.6583
S 1.6213 -0.8010 0.7255
H 3.0063 2.6290 0.4910
H 1.4199 1.8224 0.8689
H 2.9009 1.5963 2.1033
H 4.6709 0.4988 -2.2881
H 6.0321 -0.2448 -1.1477
H 2.0287 -1.9677 -1.2508
H -3.8872 -2.3763 0.2798
H -3.6361 -1.3578 -1.2448
H -2.6375 -0.8932 0.1917
H -4.8658 1.5569 0.0416
H -3.3134 1.0050 0.6086
H -4.0528 0.8342 -1.1675
H -4.9251 -0.6284 1.1436
```

As for the HOMO-LUMO gap: 9.593 eV. For the HOMO energy, the calculation gives -8.99 eV. The spin multiplicity is 1.

***

Model B:
Formula: C6H13NO2S
Source: OMol25
Level of theory: ωB97M-V with the def2-TZVPD basis set

XYZ file:
```
23
C6H13NO2S | OMol25 | ωB97M-V with the def2-TZVPD basis set
C 3.2373 -0.1764 1.0345
C 2.9103 -0.5880 -0.4146
N 1.9831 0.3507 -0.9853
C 0.6685 0.5025 -0.6690
C 0.1780 1.2509 0.5604
C -1.2881 1.4174 0.4343
S -1.7474 -0.2657 0.0171
O -1.9396 -1.0692 1.2579
O -2.6841 -0.1497 -1.0815
C 0.0061 -0.9305 -0.4611
H 3.5058 -1.2948 1.4226
H 4.0010 0.6944 1.0695
H 2.1283 0.0568 1.5657
H 2.5405 -1.5347 -0.4491
H 3.8158 -0.7293 -1.1165
H 2.5513 1.0990 -1.0333
H 0.3209 0.8149 -1.6336
H 0.4005 0.5725 1.4694
H 0.7543 2.2526 0.5227
H -1.8685 1.6986 1.4168
H -1.7738 2.0838 -0.3234
H 0.3311 -1.2782 0.6460
H 0.0856 -1.7426 -1.2505
```

As for the HOMO-LUMO gap: 9.532 eV. For the HOMO energy, the calculation gives -8.82 eV. As for the SMILES: CCN[C@@H]1CCS(=O)(=O)C1. The spin multiplicity is 1.

***

Model C:
Formula: C6H13NO2S
Source: OMol25
Level of theory: ωB97M-V with the def2-TZVPD basis set

XYZ file:
```
23
C6H13NO2S | OMol25 | ωB97M-V with the def2-TZVPD basis set
C 2.3708 -0.4290 -2.0031
C 1.1886 -0.8853 -1.1641
N 0.6840 -0.2839 -0.1530
C 1.0545 0.9808 0.4906
C 1.2978 0.4212 1.8236
H 3.2346 -0.8385 -1.5294
H 2.0940 -0.8255 -2.9504
H 2.3263 0.6087 -1.9754
H 0.8228 -1.9105 -1.4869
H 2.0913 1.3781 0.0567
H 0.0762 1.6412 0.3171
H 1.5883 1.3142 2.5297
H 0.4919 -0.1716 2.3301
H 2.2329 -0.2283 1.7006
O -1.4197 -1.3584 1.0409
C -2.2162 -0.3668 0.5682
O -3.1007 0.1276 1.4249
C -2.1512 0.0607 -0.7120
S -3.2116 1.3250 -1.4635
H -0.4880 -1.0585 0.8652
H -3.3012 -0.6101 2.0353
H -1.6960 -0.5306 -1.4837
H -3.9695 1.6396 -0.2614
```

As for the HOMO-LUMO gap: 8.119 eV. For the HOMO energy, the calculation gives -7.40 eV. As for the SMILES: C/C=N\CC.OC(O)=CS. The spin multiplicity is 1.

***

Least stable structure: model A

***

Model A:
Formula: H4NPSi
Source: OMol25
Level of theory: ωB97M-V with the def2-TZVPD basis set

XYZ file:
```
7
H4NPSi | OMol25 | ωB97M-V with the def2-TZVPD basis set
N 0.4369 1.0639 -0.1630
Si 1.4725 -0.1682 0.0256
P -3.6665 -0.3412 -0.1109
H -2.4512 -0.7372 0.5958
H 1.6575 -0.5755 1.5581
H 2.1923 -0.9143 -0.9331
H 0.3585 1.6724 -0.9725
```

As for the HOMO-LUMO gap (spin up / spin down): 7.440 / 7.391 eV. For the HOMO energy (spin up / spin down), the calculation gives -8.65 / -8.62 eV. The spin multiplicity is 1.

***

Model B:
Formula: H4NPSi
Source: OMol25
Level of theory: ωB97M-V with the def2-TZVPD basis set

XYZ file:
```
7
H4NPSi | OMol25 | ωB97M-V with the def2-TZVPD basis set
N -1.2526 0.0849 0.8255
Si 0.2843 0.3248 0.4182
P -1.8981 -2.4785 -1.4719
H -2.0651 -0.2480 1.8091
H 1.3756 -0.8103 0.0210
H 1.3029 1.3541 0.1649
H -0.5366 -3.1522 -1.4974
```

As for the HOMO-LUMO gap (spin up / spin down): 7.231 / 7.242 eV. For the HOMO energy (spin up / spin down), the calculation gives -8.37 / -8.42 eV. The spin multiplicity is 1.

***

Least stable structure: model B